[1]
Below is 6 unconnected molecules or ions with the total composition C16H30FNO11S at a distorted geometry, with properties calculated with the ωB97M-V functional and the def2-TZVPD basis.

Structure (XYZ):
```
60
Properties=species:S:1:pos:R:3:mulliken_charge:R:1
N 1.69 -3.64 -1.70 -0.42
H 2.08 -4.07 -1.03 0.34
H 2.14 -2.78 -1.78 0.24
H 0.60 -3.50 -1.35 0.32
H 1.77 -4.35 -2.52 0.42
F 0.65 -1.41 -0.39 -0.69
C 4.61 -0.87 1.36 -1.43
C 3.31 0.04 0.86 -0.12
C 2.19 0.17 1.87 0.84
O 2.46 1.55 2.26 -0.42
C 3.22 2.15 1.42 0.81
O 3.41 3.31 1.45 -0.63
O 3.59 1.40 0.49 -0.40
H 4.07 -1.85 1.77 0.29
H 4.82 -0.43 2.25 0.49
H 5.44 -1.03 0.48 0.28
H 3.03 -0.40 0.15 0.63
H 2.08 -0.43 2.72 0.52
H 1.08 0.22 1.62 -0.90
C -1.84 -1.17 2.44 -1.63
C -2.43 -2.11 1.49 1.08
C -1.51 -3.06 0.59 0.12
O -1.96 -4.34 1.11 -0.34
C -3.10 -4.19 1.61 0.54
O -3.90 -5.10 1.85 -0.65
O -3.35 -2.97 2.06 -0.36
H -1.35 -1.65 3.33 0.34
H -2.37 -0.49 2.98 0.56
H -1.11 -0.57 1.98 0.21
H -3.01 -1.52 0.54 0.00
H -0.53 -2.93 1.19 -0.01
H -1.57 -2.82 -0.46 0.11
C -1.17 -0.41 -3.10 -1.40
C -0.30 0.85 -3.33 0.45
C 1.14 0.72 -2.73 0.88
O 1.90 1.26 -3.69 -0.40
C 1.25 1.52 -4.86 0.55
O 1.67 1.92 -5.92 -0.56
O 0.04 0.96 -4.68 -0.42
H -2.17 -0.29 -3.43 0.44
H -1.13 -0.67 -2.01 0.16
H -0.86 -1.35 -3.49 0.43
H -0.82 1.68 -2.96 0.33
H 1.41 -0.41 -2.62 -0.41
H 1.07 1.31 -1.88 -0.09
C -1.76 3.84 1.66 -0.74
C -0.66 2.80 1.61 -0.64
C -0.86 2.04 0.22 0.52
S -2.51 2.01 -0.09 1.17
O -3.18 0.82 0.30 -0.59
O -2.84 2.66 -1.39 -0.74
C -3.04 3.18 1.12 -0.80
H -1.53 4.63 0.94 0.34
H -1.98 4.39 2.68 0.31
H -0.83 1.95 2.32 0.20
H 0.33 3.12 1.77 0.46
H -0.31 1.10 0.36 -0.59
H 0.00 2.58 -0.45 0.25
H -3.35 2.60 1.92 0.40
H -3.75 4.06 1.05 0.33
```

ΔE to the lowest compared entry with this formula, charge and spin = 59.2 kcal/mol
spin multiplicity = 1
orbital gap = 8.6 eV
HOMO level = -10.1 eV
LUMO level = -0.055 Ha
molecular weight = 463.48 u



[2]
Below is 3 unconnected molecules or ions with the total composition C16H30FNO7S2 at a distorted geometry, with properties calculated with the ωB97M-V functional and the def2-TZVPD basis.

Structure (XYZ):
```
57
Properties=species:S:1:pos:R:3:mulliken_charge:R:1
C 6.12 -1.52 2.43 -0.59
O 5.06 -2.14 1.60 -0.30
C 4.26 -2.99 2.50 0.28
F 5.20 -4.02 3.07 -0.35
C 3.08 -3.82 1.71 -0.61
N 2.17 -2.77 1.03 -0.31
C 0.82 -3.36 0.69 -0.70
C -0.44 -2.77 1.56 0.52
C -0.81 -3.19 3.13 -0.28
C -2.13 -2.57 3.94 -0.43
C -3.08 -1.48 3.10 -0.37
C -2.73 -1.00 1.55 -0.25
C -1.42 -1.67 0.76 -0.28
H 5.63 -1.18 3.44 0.28
H 7.04 -2.25 2.63 0.23
H 6.46 -0.53 1.87 0.24
H 3.71 -2.37 3.35 0.27
H 2.51 -4.51 2.47 0.26
H 3.59 -4.54 0.91 0.30
H 2.64 -2.64 0.09 0.26
H 0.90 -4.53 0.88 0.32
H 0.60 -3.16 -0.45 0.37
H -0.14 -4.00 3.69 0.21
H -2.37 -2.91 5.04 0.29
H -4.02 -1.04 3.65 0.25
H -3.40 -0.20 0.99 0.23
H -1.17 -1.37 -0.36 0.17
O -3.90 2.92 -2.59 -0.64
S -3.91 1.48 -2.62 1.25
O -3.06 0.68 -1.75 -0.48
O -3.69 0.98 -4.15 -0.33
C -2.56 1.45 -4.87 -0.29
C -1.29 0.73 -4.45 -0.71
C -5.58 0.91 -2.44 -1.15
H -2.45 2.54 -4.76 0.30
H -2.75 1.25 -5.93 0.30
H -1.02 0.98 -3.42 0.04
H -0.45 1.01 -5.10 0.37
H -1.43 -0.36 -4.49 0.28
H -6.22 1.47 -3.13 0.36
H -5.89 1.10 -1.41 0.38
H -5.62 -0.16 -2.65 0.33
O 0.62 1.91 -1.58 -0.61
S 0.36 3.28 -1.19 1.25
O 1.13 4.39 -1.72 -0.65
O 0.34 3.38 0.43 -0.28
C 1.46 2.90 1.16 -0.35
C 2.62 3.88 1.11 -1.00
C -1.36 3.63 -1.45 -0.77
H 1.77 1.91 0.80 0.34
H 1.14 2.78 2.20 0.27
H 3.03 3.95 0.10 0.29
H 3.43 3.56 1.78 0.39
H 2.29 4.88 1.40 0.26
H -1.95 2.83 -1.02 0.11
H -1.53 3.68 -2.53 0.31
H -1.60 4.59 -0.99 0.45
```

ΔE to the lowest compared entry with this formula, charge and spin = 98.1 kcal/mol
spin multiplicity = 1
orbital gap = 8.7 eV
HOMO level = -8.3 eV
LUMO level = 0.012 Ha
molecular weight = 431.55 u



[3]
Below is a molecular structure, C16H30HgN5PSe, with properties calculated with the ωB97M-V functional and the def2-TZVPD basis.

Structure (XYZ):
```
54
Properties=species:S:1:pos:R:3:mulliken_charge:R:1
Hg 3.77 1.23 -0.99 0.27
N 1.27 1.28 -0.54 -1.06
P 0.24 0.20 -0.14 -0.08
N -0.45 -0.82 -1.33 0.15
C -1.30 -0.02 -2.24 -0.52
C -1.52 -0.77 -3.55 -0.99
C -0.19 -0.88 -4.33 -0.58
C 1.00 -0.96 -3.36 -0.94
C 0.58 -1.61 -2.05 -0.86
N 0.71 -0.97 0.96 0.69
C 1.58 -0.51 2.05 -0.92
C 1.10 -1.07 3.39 -0.56
C 1.21 -2.60 3.39 -0.57
C 1.04 -3.16 1.97 -1.03
C 0.10 -2.29 1.16 -0.38
N -1.12 0.93 0.50 0.70
C -2.17 0.19 1.19 -0.22
C -3.40 1.06 1.40 -1.11
C -3.01 2.33 2.17 -0.57
C -1.84 3.07 1.47 -0.86
C -1.40 2.34 0.21 -0.89
H -0.85 0.96 -2.45 0.43
H -2.26 0.15 -1.75 0.17
H -2.26 -0.24 -4.15 0.41
H -1.91 -1.76 -3.33 0.31
H -0.08 -0.02 -4.99 0.34
H -0.22 -1.78 -4.96 0.28
H 1.37 0.04 -3.13 0.27
H 1.82 -1.52 -3.80 0.41
H 1.45 -1.70 -1.40 0.53
H 0.19 -2.62 -2.25 0.42
H 1.57 0.58 2.05 0.52
H 2.62 -0.82 1.88 0.36
H 0.06 -0.77 3.53 0.12
H 1.68 -0.63 4.20 0.42
H 0.44 -3.02 4.05 0.31
H 2.18 -2.90 3.79 0.31
H 0.66 -4.18 2.00 0.42
H 2.01 -3.19 1.46 0.30
H -0.86 -2.22 1.70 0.16
H -0.11 -2.73 0.19 0.39
H -1.81 -0.13 2.18 -0.08
H -2.44 -0.71 0.62 0.40
H -4.14 0.49 1.97 0.43
H -3.86 1.33 0.45 0.38
H -2.72 2.05 3.18 0.28
H -3.88 2.99 2.25 0.35
H -0.98 3.13 2.15 0.28
H -2.12 4.09 1.20 0.41
H -0.47 2.76 -0.18 0.50
H -2.17 2.44 -0.57 0.34
Se 5.43 4.03 -2.07 -0.40
C 7.17 4.36 -2.44 0.10
N 8.28 4.60 -2.69 -0.55
```

ΔE to the lowest compared entry with this formula, charge and spin = 0.0 kcal/mol
spin multiplicity = 2
orbital gap (spin up / spin down) = 6.5 / 5.1 eV
HOMO level (spin up / spin down) = -4.0 / -3.9 eV
total charge = -1
LUMO level (spin up / spin down) = 0.090 / 0.042 Ha
molecular weight = 602.97 u



[4]
Below is a molecular structure, C16H30IN4O4ReS3Si4 at a distorted geometry, with properties calculated with the ωB97M-V functional and the def2-TZVPD basis.

Structure (XYZ):
```
63
Properties=species:S:1:pos:R:3:mulliken_charge:R:1
Re -0.97 -1.98 0.91 0.12
S -0.96 -4.02 2.64 -0.37
C -2.18 -3.45 3.72 0.64
C -2.58 -4.40 4.67 -0.12
N -2.85 -5.21 5.45 -0.53
C -2.70 -2.17 3.74 0.34
S -2.15 -0.87 2.69 -0.54
C -3.67 -1.80 4.67 -0.08
N -4.47 -1.47 5.43 -0.60
O 0.47 -0.52 -0.88 -0.33
S 1.11 -1.83 -0.31 1.11
O 2.43 -1.91 -0.86 -0.69
O 0.20 -2.88 -0.72 -0.65
O 1.08 -1.64 1.14 -0.55
I -5.33 -5.22 -1.83 0.07
C -4.37 -3.71 -0.76 -0.53
C -4.98 -2.64 -0.15 -0.38
N -3.97 -1.91 0.40 0.09
N -2.76 -2.49 0.20 0.26
C -3.00 -3.59 -0.54 -0.32
H -6.01 -2.36 -0.09 0.45
H -4.02 -1.13 1.06 0.15
H -2.20 -4.23 -0.86 0.54
C 4.02 0.00 1.09 -1.05
Si 3.61 0.63 -0.67 1.09
C 4.28 2.44 -0.81 -1.28
C 4.71 -0.34 -1.91 -1.24
Si 1.26 0.98 -0.80 -0.22
Si 0.10 1.57 -2.80 0.66
C 0.32 3.40 -3.37 -1.23
C -1.79 1.22 -2.63 -0.85
C 0.70 0.45 -4.25 -1.21
Si 0.28 1.92 1.19 0.77
C 0.79 3.77 1.35 -1.23
C 0.73 1.07 2.84 -0.90
C -1.63 1.91 0.99 -0.73
H 5.06 -0.29 1.21 0.42
H 3.41 -0.88 1.28 0.24
H 3.79 0.74 1.85 0.29
H 5.35 2.48 -0.66 0.40
H 3.83 3.09 -0.07 0.29
H 4.07 2.87 -1.78 0.31
H 5.74 -0.39 -1.57 0.36
H 4.71 0.10 -2.91 0.32
H 4.34 -1.36 -1.99 0.33
H -0.09 4.09 -2.64 0.34
H -0.17 3.61 -4.31 0.37
H 1.37 3.65 -3.48 0.33
H -2.31 2.02 -2.11 0.29
H -1.91 0.31 -2.04 0.01
H -2.29 1.06 -3.59 0.43
H 1.71 0.69 -4.56 0.31
H 0.07 0.49 -5.13 0.40
H 0.71 -0.58 -3.90 0.31
H 1.84 3.89 1.60 0.31
H 0.22 4.27 2.12 0.38
H 0.61 4.31 0.42 0.31
H 1.72 1.35 3.20 0.38
H 0.74 -0.01 2.68 0.16
H 0.01 1.26 3.63 0.41
H -1.97 2.66 0.29 0.36
H -2.15 2.06 1.93 0.41
H -1.93 0.93 0.62 -0.11
```

ΔE to the lowest compared entry with this formula, charge and spin = 71.1 kcal/mol
spin multiplicity = 2
orbital gap (spin up / spin down) = 6.1 / 6.0 eV
HOMO level (spin up / spin down) = -4.1 / -4.1 eV
total charge = -1
LUMO level (spin up / spin down) = 0.073 / 0.073 Ha
molecular weight = 864.10 u



[5]
Below is 2 unconnected molecules or ions with the total composition C16H30N2O5 at a distorted geometry, with properties calculated with the ωB97M-V functional and the def2-TZVPD basis.

Structure (XYZ):
```
53
Properties=species:S:1:pos:R:3:mulliken_charge:R:1
C 1.50 1.26 -6.62 -1.32
C 2.19 0.61 -5.33 0.32
C 0.97 0.29 -4.34 -0.99
C 3.10 1.75 -4.70 -0.68
C 3.46 1.45 -3.17 -0.76
N 2.63 2.26 -2.24 0.50
C 3.38 3.33 -1.55 0.37
O 4.23 3.11 -0.68 -0.61
O 3.09 4.54 -1.93 -0.67
C 1.82 1.50 -1.37 0.43
O 0.85 2.05 -0.87 -0.67
O 2.07 0.19 -0.98 -0.50
H 2.25 1.56 -7.40 0.34
H 0.68 0.60 -7.02 0.35
H 0.99 2.19 -6.24 0.32
H 2.77 -0.32 -5.59 0.30
H 0.63 1.30 -3.96 0.22
H 0.13 -0.18 -4.91 0.47
H 1.31 -0.35 -3.47 0.12
H 2.56 2.73 -4.81 0.30
H 4.09 1.85 -5.24 0.33
H 4.53 1.80 -3.05 0.46
H 3.47 0.35 -2.98 0.35
H 1.18 -0.16 -0.76 0.25
C 0.12 -0.95 2.13 -1.61
C -1.40 -0.68 1.93 1.75
C -1.87 0.58 2.70 -1.32
C -2.09 0.38 4.19 -0.52
C -3.00 -0.82 4.44 -1.15
C -2.47 -2.10 3.78 1.54
N -2.17 -1.91 2.32 0.70
O -3.27 -1.88 1.70 -0.41
C -1.21 -2.56 4.57 -1.94
C -3.47 -3.25 4.02 -1.72
C -1.49 -0.34 0.43 -2.01
H 0.36 -1.67 2.91 0.32
H 0.56 -1.37 1.23 0.43
H 0.66 -0.03 2.37 0.34
H -2.81 0.93 2.26 0.42
H -1.15 1.39 2.54 0.46
H -1.14 0.27 4.71 0.30
H -2.56 1.28 4.61 0.42
H -3.11 -0.97 5.52 0.40
H -4.01 -0.59 4.06 0.38
H -0.73 -3.41 4.08 0.42
H -1.48 -2.87 5.57 0.45
H -0.47 -1.77 4.71 0.43
H -4.46 -3.03 3.64 0.39
H -3.58 -3.44 5.09 0.42
H -3.12 -4.18 3.56 0.44
H -1.24 -1.20 -0.20 0.54
H -0.78 0.46 0.19 0.44
H -2.48 0.02 0.14 0.42
```

spin multiplicity = 1
orbital gap = 1.6 eV
HOMO level = -6.7 eV
LUMO level = -0.187 Ha
molecular weight = 330.42 u



[6]
Below is a molecular structure, C16H30N3O4S2 at a distorted geometry, with properties calculated with the ωB97M-V functional and the def2-TZVPD basis.

Structure (XYZ):
```
55
Properties=species:S:1:pos:R:3:mulliken_charge:R:1
N 2.55 -2.41 2.05 -0.59
S 3.83 -2.85 1.05 1.11
O 3.54 -4.17 0.54 -0.66
O 4.98 -2.84 1.90 -0.72
N 4.09 -1.70 -0.07 -0.53
S 3.18 -1.85 -1.41 1.30
O 3.86 -2.58 -2.46 -0.73
O 1.85 -2.40 -1.19 -0.65
C 3.07 -0.16 -2.02 -1.15
C 1.62 0.43 -2.03 0.34
C 1.74 1.86 -2.66 -1.03
C 1.36 2.99 -1.67 -0.81
C 2.14 2.93 -0.34 -0.25
C 1.24 3.17 0.90 -1.24
C 0.15 2.09 1.07 -0.58
C 0.66 0.76 1.70 -0.51
C -0.08 -0.46 1.08 0.47
C -1.16 -1.09 2.00 -1.28
C -2.60 -0.57 1.72 -0.61
C -3.60 -1.72 1.35 -0.74
N -4.42 -1.25 0.24 0.23
C -4.42 -1.76 -1.02 -0.31
C -5.27 -1.05 -1.81 -0.58
C -5.86 -0.05 -0.96 -0.49
C -5.31 -0.22 0.27 -0.40
H 2.49 -1.40 2.12 0.28
H 1.69 -2.82 1.71 0.36
H 3.65 0.49 -1.35 0.35
H 3.49 -0.02 -3.02 0.42
H 1.22 0.48 -1.02 -0.49
H 1.02 -0.22 -2.68 0.72
H 1.11 1.91 -3.56 0.33
H 2.78 2.03 -2.97 0.46
H 1.62 3.94 -2.16 0.46
H 0.27 3.02 -1.54 0.38
H 2.68 1.98 -0.18 -0.02
H 2.90 3.72 -0.36 0.44
H 1.85 3.30 1.80 0.39
H 0.71 4.12 0.72 0.40
H -0.25 1.88 0.07 0.21
H -0.66 2.51 1.68 0.42
H 1.73 0.70 1.47 0.17
H 0.51 0.82 2.79 0.65
H 0.68 -1.19 0.78 -0.78
H -0.58 -0.17 0.15 0.50
H -0.86 -0.91 3.04 0.37
H -1.09 -2.18 1.87 0.51
H -2.54 0.17 0.91 0.45
H -2.93 -0.05 2.63 0.30
H -4.20 -1.91 2.24 0.22
H -3.00 -2.56 1.01 0.44
H -3.84 -2.59 -1.39 0.32
H -5.48 -1.19 -2.87 0.41
H -6.60 0.69 -1.24 0.40
H -5.53 0.36 1.16 0.34
```

spin multiplicity = 1
orbital gap = 8.1 eV
HOMO level = -5.5 eV
total charge = -1
LUMO level = 0.094 Ha
molecular weight = 392.57 u



[7]
Below is a molecular structure, C16H30N3OSScSi at a distorted geometry, with properties calculated with the ωB97M-V functional and the def2-TZVPD basis.

Structure (XYZ):
```
53
Properties=species:S:1:pos:R:3:mulliken_charge:R:1
Sc 0.29 1.09 0.30 0.37
C -1.35 4.09 -1.50 -1.24
C -0.01 3.47 -1.30 1.02
C 0.47 2.51 -2.19 -0.10
C 1.73 1.97 -2.03 -0.65
C 2.53 2.38 -0.98 -0.62
C 2.06 3.32 -0.08 -0.62
C 0.80 3.86 -0.25 -0.83
H -1.31 4.98 -2.12 0.38
H -1.78 4.37 -0.54 0.32
H -2.03 3.38 -1.97 0.23
H -0.17 2.18 -2.99 0.36
H 2.09 1.23 -2.73 0.57
H 3.52 1.97 -0.87 0.42
H 2.69 3.63 0.74 0.42
H 0.43 4.58 0.46 0.45
C -2.31 -1.34 0.93 -0.82
Si -2.25 0.43 0.41 0.67
C -2.93 0.69 -1.29 -1.11
C -3.03 1.56 1.65 -1.16
H -3.35 -1.69 1.00 0.56
H -1.85 -1.48 1.91 0.02
H -1.79 -1.98 0.22 0.13
H -3.99 0.43 -1.33 0.43
H -2.41 0.06 -2.02 0.21
H -2.82 1.73 -1.61 0.22
H -4.10 1.35 1.76 0.36
H -2.92 2.61 1.36 0.23
H -2.57 1.44 2.64 0.32
S 0.55 0.88 5.32 -0.32
C 0.46 0.96 3.56 0.27
N 0.40 1.00 2.40 -0.77
C 1.91 -1.76 -2.13 -0.95
N 1.79 -2.61 -0.95 0.13
C 2.88 -3.57 -0.77 -1.12
C 1.10 -2.09 0.13 0.35
O 0.80 -0.90 0.20 -0.17
N 0.76 -2.99 1.14 0.19
C 0.27 -2.42 2.38 -0.80
C 0.29 -4.33 0.83 -1.13
H 2.10 -2.38 -3.00 0.38
H 2.74 -1.06 -1.98 0.34
H 0.99 -1.20 -2.29 0.20
H 3.83 -3.03 -0.83 0.36
H 2.83 -4.31 -1.56 0.32
H 2.84 -4.06 0.21 0.38
H 0.80 -1.50 2.62 0.17
H 0.43 -3.14 3.19 0.36
H -0.80 -2.20 2.28 0.24
H 0.53 -4.64 -0.18 0.41
H -0.81 -4.34 0.93 0.36
H 0.72 -5.03 1.56 0.32
H -1.07 1.90 -0.67 -0.06
```

ΔE to the lowest compared entry with this formula, charge and spin = 0.0 kcal/mol
spin multiplicity = 1
orbital gap = 5.4 eV
HOMO level = -5.2 eV
LUMO level = 0.005 Ha
molecular weight = 385.54 u



[8]
Below is a molecular structure, C16H30NO7Sr at a distorted geometry, with properties calculated with the ωB97M-V functional and the def2-TZVPD basis.

Structure (XYZ):
```
55
Properties=species:S:1:pos:R:3:mulliken_charge:R:1
Sr -14.20 -18.44 6.00 1.74
C -11.66 -22.43 3.24 -0.88
C -12.45 -21.69 2.12 -0.49
O -13.41 -20.91 2.73 -0.81
H -11.08 -21.70 3.81 0.19
H -10.89 -23.11 2.86 0.40
H -12.28 -23.00 3.93 0.25
H -12.84 -22.47 1.47 0.20
H -11.74 -21.21 1.45 0.20
C -9.31 -15.94 3.51 -0.86
C -9.11 -16.44 4.97 -0.37
O -10.27 -16.68 5.70 -0.86
H -8.45 -15.60 2.93 0.32
H -10.00 -15.11 3.69 0.21
H -9.71 -16.75 2.90 0.22
H -8.50 -15.65 5.41 0.18
H -8.49 -17.34 5.03 0.19
C -14.92 -13.84 4.16 -0.78
C -15.68 -14.73 3.20 -0.47
O -16.35 -15.84 3.85 -0.83
H -15.58 -13.42 4.92 0.22
H -14.54 -13.06 3.48 0.29
H -14.02 -14.25 4.61 0.23
H -15.06 -15.10 2.39 0.23
H -16.45 -14.14 2.71 0.20
C -16.51 -14.86 11.31 -1.02
C -16.24 -16.34 10.94 -0.38
O -15.46 -16.54 9.78 -0.83
H -17.06 -14.30 10.55 0.28
H -15.57 -14.35 11.52 0.26
H -17.24 -14.80 12.12 0.34
H -17.20 -16.85 10.82 0.21
H -15.76 -16.79 11.81 0.17
C -20.16 -21.29 7.49 -1.05
C -19.05 -21.79 6.58 -0.35
O -18.25 -20.60 6.26 -0.82
H -21.04 -20.84 7.03 0.28
H -19.78 -20.67 8.31 0.25
H -20.67 -22.09 8.03 0.38
H -19.40 -22.32 5.70 0.18
H -18.51 -22.57 7.11 0.18
C -7.55 -23.93 6.90 -0.37
C -7.93 -22.64 7.07 -0.51
C -9.16 -22.45 7.69 -0.42
C -10.09 -23.56 7.82 0.41
C -9.72 -24.85 7.63 -0.52
C -8.41 -25.00 7.13 -0.32
N -11.47 -23.23 8.17 0.87
O -12.13 -24.04 8.83 -0.55
O -11.98 -22.12 7.87 -0.50
H -6.55 -24.08 6.52 0.34
H -7.30 -21.78 6.90 0.42
H -9.54 -21.45 7.85 0.42
H -10.42 -25.67 7.71 0.42
H -8.13 -26.03 6.97 0.32
```

ΔE to the lowest compared entry with this formula, charge and spin = 168.9 kcal/mol
spin multiplicity = 1
orbital gap = 3.1 eV
HOMO level = 0.9 eV
total charge = -3
LUMO level = 0.147 Ha
molecular weight = 436.04 u